27
Properties=species:S:1:pos:R:3 method="wB97M-V/def2-TZVPD" s2=0.764 max_force_ev_per_a=4.8 spin_multiplicity=2 de_lowest_kcal_mol=49.2 total_charge=+1 e_lumo_ev="-4.22 / -7.95" homo_ev="-14.00 / -14.00"
C 1.37920 0.63892 -3.11348
C 0.22011 -0.35976 -1.21574
C 0.15804 -0.03384 -2.59550
C -0.90118 -0.95175 -0.63241
C -0.87277 -0.44591 -3.50808
C -1.93668 -1.26563 -1.58248
C -1.92767 -1.05678 -2.93336
O -3.03245 -1.95952 -1.05087
H 1.00627 -0.07524 -0.56132
H -1.08161 -1.08810 0.42654
H 1.61953 1.56052 -2.54384
H 1.25558 1.02667 -4.17889
H -0.76167 -0.39385 -4.57376
H -2.94518 -1.18152 -3.56042
H -3.64607 -1.30213 -0.58061
H 2.38061 0.13001 -2.94543
C 0.74157 0.64093 2.49807
C 0.48001 -0.56390 3.40370
C 1.22532 1.78846 3.38626
H 1.38917 0.28868 1.71567
H -0.13143 1.01589 2.07854
H -0.15427 -1.46216 3.05287
H 2.03901 1.38940 4.02447
H 1.51447 2.69872 2.88588
H 0.49402 2.10272 4.14590
H 1.57205 -0.85968 3.65592
H -0.08397 -0.28115 4.30237

6
Properties=species:S:1:pos:R:3 method="wB97M-V/def2-TZVPD" max_force_ev_per_a=1.3 de_lowest_kcal_mol=2.8 e_lumo_ev=0.66 homo_ev=-9.93 smiles=O.S
O -0.28612 0.02200 -1.92467
H 0.06505 -0.67904 -1.33013
H 0.41870 0.70842 -1.94212
S -0.19189 -0.59174 1.93500
H 0.14384 0.56033 2.54471
H -0.14959 -0.01995 0.71722

74
Properties=species:S:1:pos:R:3 method="wB97M-V/def2-TZVPD" s2=0.761 max_force_ev_per_a=0.9 spin_multiplicity=2 de_lowest_kcal_mol=0.0 total_charge=+1 e_lumo_ev="-4.08 / -5.23" homo_ev="-10.59 / -10.61"
Ir 0.33358 0.89542 -0.07732
O 2.07303 4.67067 0.25250
S 1.38530 3.63747 -0.44753
O 0.79983 3.95515 -1.72962
N 0.33565 2.82842 0.46518
C -0.69022 3.22193 1.29795
C -0.97060 4.48605 1.74816
C -2.03579 4.67864 2.64919
C -2.80826 3.64786 3.09714
C -2.55050 2.32986 2.64873
C -3.28247 1.19037 3.04872
C -2.95242 -0.04137 2.55668
C -1.89384 -0.16902 1.64553
N -1.20069 0.87843 1.24702
C -1.49441 2.13125 1.74309
C 2.43791 2.19128 -0.67498
C 3.54354 1.98217 0.14929
C 4.31049 0.85230 -0.05523
C 3.98878 -0.07409 -1.05439
C 2.92773 0.15863 -1.88962
C 2.13021 1.30547 -1.72879
H -0.36538 5.32383 1.42847
H -2.23786 5.68287 2.99815
H -3.61638 3.82175 3.79500
H -4.10181 1.30922 3.74660
H -3.48590 -0.93405 2.84953
H -1.60559 -1.13596 1.25710
H 3.77431 2.69693 0.92783
H 5.17017 0.67383 0.57788
H 4.59971 -0.95649 -1.18240
H 2.70643 -0.52870 -2.69839
H 1.47603 1.62433 -2.52859
Te -1.36329 1.88798 -1.72392
C -1.37278 0.85019 -3.51046
C -0.36458 -0.01465 -3.94011
C -0.43821 -0.57873 -5.20193
C -1.50938 -0.27911 -6.03516
C -2.50954 0.58581 -5.61267
C -2.44598 1.15837 -4.35229
H 0.45869 -0.26070 -3.28786
H 0.33464 -1.26036 -5.53461
H -1.56292 -0.72035 -7.02167
H -3.33678 0.82054 -6.26862
H -3.22571 1.83808 -4.03018
C 3.18896 -1.38346 2.68879
C 1.75233 -1.37504 3.21747
C 1.27157 0.06196 3.45616
C 0.82870 -2.20417 2.35187
C 0.23681 -3.34411 2.88501
C -0.60582 -4.15275 2.13433
C -0.85904 -3.81735 0.81718
C -0.30230 -2.68189 0.22828
C -0.61524 -2.37646 -1.22098
C -0.08551 -3.46543 -2.14742
C -2.11302 -2.15714 -1.44538
C 0.54416 -1.88705 1.01219
O 1.11710 -0.76947 0.50044
H 3.85981 -0.88930 3.39430
H 3.23475 -0.85142 1.73967
H 3.55367 -2.39857 2.52767
H 1.75477 -1.87285 4.19084
H 1.37607 0.66727 2.55280
H 1.86971 0.53719 4.23500
H 0.22706 0.09488 3.77744
H 0.44970 -3.60096 3.91655
H -1.05352 -5.03351 2.57316
H -1.51469 -4.44567 0.22443
H -0.10553 -1.44527 -1.48247
H -0.56500 -4.42230 -1.93022
H 0.99254 -3.60240 -2.02957
H -0.29700 -3.22330 -3.18910
H -2.67536 -3.06310 -1.20629
H -2.31392 -1.91017 -2.48670
H -2.51649 -1.34968 -0.82886

9
Properties=species:S:1:pos:R:3 method="wB97M-V/def2-TZVPD" max_force_ev_per_a=7.1 de_lowest_kcal_mol=53.7 e_lumo_ev=-2.44 homo_ev=-9.88
C -0.17228 -0.59012 -2.05770
C 0.27793 -0.42725 -3.20716
C 0.27108 0.25395 1.60671
C 0.45415 -0.31394 0.37638
C -0.40484 -0.07479 -0.68781
Br -1.81484 1.27130 -0.49271
H 0.77855 -0.08821 2.44017
H -0.45322 1.06300 1.83055
H 1.06347 -1.09393 0.19156

8
Properties=species:S:1:pos:R:3 method="wB97M-V/def2-TZVPD" s2=0.755 max_force_ev_per_a=2.3 spin_multiplicity=2 de_lowest_kcal_mol=17.5 total_charge=+1 e_lumo_ev="-5.01 / -7.79" homo_ev="-12.97 / -12.97"
O -0.29913 0.75292 -0.53599
Yb 1.76874 -0.15120 -0.02442
O 1.17423 -1.81911 1.09702
H 0.78750 -1.87227 1.97020
C -1.50572 0.50972 -0.36848
O -2.12716 1.27568 0.46744
O -2.25719 -0.19481 -1.14218
H -1.75907 -0.88820 -1.60686

91
Properties=species:S:1:pos:R:3 method="wB97M-V/def2-TZVPD" s2=0.775 max_force_ev_per_a=2.5 spin_multiplicity=2 de_lowest_kcal_mol=0.0 total_charge=-1 e_lumo_ev="1.86 / 1.86" homo_ev="-6.49 / -6.50"
O -16.46100 -6.51077 9.27603
V -17.64052 -7.12089 8.42474
C -19.68747 -10.22826 5.54994
F -18.97339 -11.20906 6.11786
F -18.92474 -9.62476 4.64799
F -20.74683 -10.76167 4.99011
S -20.23337 -8.99195 6.88390
O -20.85460 -9.81863 7.89267
O -18.95746 -8.40583 7.37665
O -21.14099 -8.09028 6.21474
C -18.59163 -3.38674 5.71123
F -17.30612 -3.11265 5.95780
F -19.31472 -2.32709 5.41059
F -18.59221 -4.18940 4.61472
S -19.38150 -4.31523 7.17550
O -18.40057 -5.33900 7.56933
O -19.44077 -3.24593 8.15502
O -20.61065 -4.81582 6.60362
C -21.25398 -7.73390 11.40360
F -20.12620 -7.95561 12.12311
F -21.61885 -8.91440 10.89701
F -22.20605 -7.28799 12.21058
S -20.91866 -6.48932 10.01667
O -19.58044 -6.85261 9.49696
O -22.00877 -6.72642 9.10220
O -20.99300 -5.20272 10.67380
C -15.44217 -11.16698 7.56323
C -14.22523 -10.39001 8.03655
C -14.87956 -9.19343 8.69811
O -16.11904 -8.96321 8.02512
C -16.41428 -10.06297 7.15760
H -15.84880 -11.84904 8.31276
H -15.24822 -11.79625 6.69016
H -13.66699 -10.02824 7.16793
H -13.55167 -10.97467 8.65961
H -14.27257 -8.28875 8.65004
H -15.08632 -9.34813 9.76245
H -16.20270 -9.81372 6.11234
H -17.43342 -10.42934 7.22750
C -17.94105 -10.78360 11.08971
C -17.37059 -9.78583 12.11808
C -17.44228 -8.42099 11.43027
O -17.73974 -8.71614 10.05571
C -18.58544 -9.87600 10.07674
H -18.59610 -11.47154 11.62047
H -17.12563 -11.32178 10.60226
H -16.38222 -10.08592 12.47148
H -18.01391 -9.73815 12.99958
H -16.50093 -7.88302 11.51172
H -18.26163 -7.84670 11.84896
H -18.68130 -10.29410 9.07579
H -19.61187 -9.54295 10.25160
C -17.94547 -3.87943 13.38577
C -16.54761 -3.65087 12.83474
C -16.35964 -4.78832 11.82223
O -17.61827 -5.38814 11.61789
C -18.63958 -4.56816 12.20796
H -18.39011 -2.93073 13.68727
H -17.91629 -4.53916 14.25688
H -15.78098 -3.57265 13.60567
H -16.56969 -2.71340 12.27006
H -15.62644 -5.48939 12.24055
H -15.98100 -4.44380 10.85490
H -19.46760 -5.17904 12.55784
H -19.00034 -3.88598 11.43716
C -16.35471 -6.11287 4.22631
C -15.09384 -5.83446 5.05913
C -15.26759 -6.69777 6.31280
O -16.67496 -6.84405 6.45631
C -17.26409 -6.88948 5.15518
H -16.10775 -6.64563 3.30964
H -16.84025 -5.16913 3.99505
H -15.11497 -4.77913 5.34042
H -14.13831 -5.96153 4.55141
H -14.79217 -6.29022 7.20321
H -14.81051 -7.68826 6.18501
H -18.27535 -6.48848 5.18462
H -17.35232 -7.93900 4.85361
C -11.59581 -6.57688 10.54416
C -11.93663 -7.88325 11.27486
C -13.38014 -7.66954 11.74227
O -13.93773 -6.84289 10.74279
C -12.96119 -5.88535 10.37906
H -11.05612 -6.73619 9.61122
H -10.94396 -5.92605 11.13181
H -11.26664 -8.20102 12.07403
H -11.90475 -8.68780 10.53620
H -13.46322 -7.20567 12.73327
H -13.95880 -8.59365 11.77753
H -13.06053 -5.06199 11.09980
H -13.15481 -5.43520 9.40668

122
Properties=species:S:1:pos:R:3 method="wB97M-V/def2-TZVPD" max_force_ev_per_a=11.3 e_lumo_ev=-0.24 homo_ev=-8.94
C 26.67700 4.88100 7.37300
O 27.14800 5.28200 6.13500
H 27.40200 4.37000 7.95600
H 25.73900 4.38200 7.26200
H 26.41400 5.84100 7.83700
H 26.49800 5.10300 5.48400
C 27.83400 -1.40300 3.70900
O 27.67900 -1.40000 2.32500
H 28.59000 -0.64200 3.88100
H 28.17800 -2.32700 4.15100
H 26.94300 -1.09000 4.20500
H 27.82900 -0.51600 1.98600
C 28.92200 1.54000 0.84500
O 28.04700 1.23600 1.87700
H 29.96000 1.63400 1.19800
H 28.71800 2.48600 0.44500
H 28.82900 0.82400 0.04100
H 27.21500 1.77500 1.75400
C 27.72300 4.90300 2.66300
O 26.81600 5.54000 1.75600
H 28.68000 4.56800 2.23800
H 27.18700 4.11000 3.09700
H 27.87900 5.59600 3.57000
H 25.93400 5.55500 2.12100
C 24.86500 1.78000 0.63800
O 25.68400 2.64600 1.40600
H 25.26500 1.50400 -0.29600
H 23.86900 2.19600 0.49700
H 24.85500 0.86700 1.25700
H 25.08200 3.10000 2.03900
C 22.41700 5.36500 5.90700
O 23.27000 5.00300 6.98400
H 22.83300 6.11500 5.23700
H 21.44100 5.62300 6.34700
H 22.20400 4.47200 5.28800
H 24.07400 4.82800 6.56900
C 26.83400 2.06100 9.14800
O 25.90400 1.00100 9.28100
H 27.69900 1.82800 9.65300
H 26.51500 3.00100 9.53600
H 27.06900 2.26600 8.09000
H 25.62700 0.93400 10.23400
C 24.31600 4.79100 3.27600
O 25.10800 4.83100 4.36400
N 23.74000 3.69800 2.90300
N 24.20600 5.78400 2.44500
H 23.78300 2.90800 3.52600
H 23.11300 3.58800 2.13900
H 24.52000 6.72400 2.70200
H 23.60200 5.77100 1.64300
C 18.46500 1.73200 5.46800
C 19.30000 2.86300 4.87700
C 20.74600 2.45700 4.43100
O 18.73500 3.24100 3.81500
H 17.77900 2.17800 6.20300
H 19.03600 0.95900 5.94200
H 17.78300 1.31900 4.74100
H 19.42500 3.68400 5.65600
H 21.41000 2.24700 5.25600
H 21.20500 3.25600 3.81600
H 20.68100 1.53400 3.76200
H 19.20200 4.01600 3.49600
C 21.91900 0.06400 0.82600
C 22.12000 -0.69400 2.05200
C 21.59000 -2.10400 1.97600
O 23.23100 -0.69400 2.57400
H 22.09700 1.10600 0.89400
H 20.94000 -0.07500 0.42300
H 22.55800 -0.35000 0.07600
H 21.49400 -0.19900 2.82400
H 22.14900 -2.84200 1.35500
H 20.59300 -2.12300 1.53100
H 21.50900 -2.57900 2.96100
H 23.90000 -1.12000 2.03600
C 21.40800 2.73800 8.33900
C 20.93200 1.28600 8.13400
C 21.74900 0.28100 8.96400
O 19.75900 1.03100 8.54400
H 20.85500 3.13600 9.13800
H 21.25100 3.39500 7.49100
H 22.47400 2.84200 8.60000
H 21.12600 0.99600 7.09200
H 21.53000 0.33000 10.01000
H 22.80800 0.50900 8.84000
H 21.51300 -0.76400 8.66400
H 19.81900 0.93500 9.51600
C 25.74600 -2.72600 6.04300
C 25.90900 -1.76400 7.23500
C 27.27200 -1.16000 7.06800
O 24.98900 -0.97500 7.47800
H 25.28400 -2.09700 5.28600
H 25.15400 -3.61500 6.18200
H 26.70300 -3.03900 5.73500
H 26.06700 -2.22700 8.16500
H 27.30800 -0.62100 6.15000
H 28.12900 -1.80900 7.19300
H 27.49200 -0.46300 7.86000
H 25.32400 -0.21100 7.98300
C 25.90500 1.47300 4.49500
C 24.61000 1.09600 4.98500
C 24.30300 1.76500 6.24100
O 23.66500 1.30000 4.19800
H 25.97000 2.57000 4.35400
H 26.10700 0.98100 3.50900
H 26.73000 1.10500 5.07300
H 24.59500 0.03600 5.15600
H 24.14000 2.81600 6.15300
H 25.09200 1.68800 6.96900
H 23.47600 1.27500 6.69100
H 23.52200 0.42600 3.75700
C 21.87400 -1.40500 5.82300
C 20.33700 -1.45100 5.82100
C 19.85100 -2.83800 5.33600
O 19.82400 -1.34000 6.93300
H 22.29100 -2.31000 6.30500
H 22.32000 -0.59700 6.34300
H 22.16200 -1.28900 4.77500
H 20.03300 -0.70200 5.08300
H 18.81500 -3.01200 5.22500
H 20.35300 -3.59700 5.87700
H 20.12400 -2.99100 4.29500
H 20.26300 -0.60600 7.36700

12
Properties=species:S:1:pos:R:3 method="wB97M-V/def2-TZVPD" max_force_ev_per_a=3.7 de_lowest_kcal_mol=0.0 total_charge=-1 e_lumo_ev=2.10 homo_ev=-3.32
C 0.63135 -0.22705 -1.77991
C 1.44960 0.46590 -0.93627
O 0.62835 -0.65913 1.62840
C -0.52451 -0.16782 1.80722
O -1.13813 0.42597 0.81208
O -1.25365 -0.39216 2.84356
O -0.65841 -0.45324 -1.63128
H 1.09768 -0.95312 -2.46070
H 1.04966 1.30539 -0.36243
H 2.51169 0.50963 -1.18109
Li -2.70749 0.38436 1.88128
H -1.08614 -0.23874 -0.62086

9
Properties=species:S:1:pos:R:3 method="wB97M-V/def2-TZVPD" max_force_ev_per_a=3.3 de_lowest_kcal_mol=65.4 e_lumo_ev=0.42 homo_ev=-10.34 smiles=ClC(Cl)(Cl)[C@@H]1NO1
C -0.51398 0.15179 -0.41614
C 0.92967 0.30050 -0.00043
N -1.56662 -0.31595 0.44289
O -0.97633 -1.15092 -0.65956
Cl 1.45127 1.93698 0.36160
Cl 1.20678 -0.79690 1.39750
Cl 1.80140 -0.26068 -1.41267
H -1.06857 0.88389 -1.11757
H -1.26362 -0.74871 1.40437

8
Properties=species:S:1:pos:R:3 method="wB97M-V/def2-TZVPD" max_force_ev_per_a=4.1 de_lowest_kcal_mol=0.0 total_charge=-1 e_lumo_ev=4.05 homo_ev=-5.71
N -1.44402 -0.28871 1.20132
N -0.52821 -0.88212 1.35614
O 1.25226 0.69375 0.16421
O 0.38022 -1.49554 1.67251
O -0.87815 1.41238 -0.90227
O 0.07999 -0.77402 -1.47396
F 1.33623 1.23630 -2.23508
S 0.33960 0.60483 -0.94587

66
Properties=species:S:1:pos:R:3 method="wB97M-V/def2-TZVPD" max_force_ev_per_a=3.1 de_lowest_kcal_mol=18.3 total_charge=+1 e_lumo_ev=-2.69 homo_ev=-11.72
C 1.88374 -3.03352 -0.48893
N 1.75110 -2.39322 -1.80644
C 0.60881 -1.88500 -2.22868
N 0.52975 -1.34255 -3.47258
C -0.75963 -0.95155 -3.57257
N -1.40138 -1.25385 -2.46457
C -2.79436 -1.09679 -2.03772
C -3.64020 -2.30424 -2.55310
C -2.98044 -3.64614 -2.20752
N -2.41934 -4.51213 -3.15530
O -2.90430 -3.96013 -1.04371
N -0.55733 -1.82827 -1.56474
H 0.89736 -3.27746 -0.06658
H 2.36933 -4.01218 -0.66698
H 2.52221 -2.47357 0.20822
H 2.54336 -2.35412 -2.43254
H -1.22634 -0.46162 -4.44829
H -2.88541 -1.05904 -0.94032
H -3.25537 -0.18008 -2.43980
H -3.76778 -2.20628 -3.64499
H -4.61330 -2.27331 -2.03244
H -2.43268 -4.11541 -4.09533
H -1.43734 -4.66274 -2.92473
H -0.82040 -2.16111 -0.64493
C -5.73504 -6.17092 -1.47077
O -5.61873 -4.84368 -0.96817
H -6.79122 -6.40896 -1.57444
H -5.25219 -6.24839 -2.44930
H -5.27504 -6.87760 -0.77614
H -4.67823 -4.64842 -0.88224
C 1.66468 0.71072 1.75539
O 2.16089 -0.62322 1.90749
H 0.84169 0.69492 1.04148
H 1.30419 1.08221 2.71413
H 2.45440 1.35830 1.38111
H 2.88516 -0.58560 2.54087
C 3.93453 2.27870 4.14975
O 3.23388 2.83780 3.04163
H 4.42079 1.35816 3.82665
H 4.69149 2.98242 4.50177
H 3.23333 2.05374 4.95512
H 2.81400 3.65060 3.35182
C -0.91942 3.06570 0.91746
O -0.73020 3.77198 2.13476
H -0.94876 2.00076 1.13708
H -1.86427 3.36346 0.45371
H -0.08790 3.27216 0.23727
H -0.70614 4.71096 1.92380
C -0.63846 -0.38932 -7.50778
O -1.88387 -0.27015 -6.81411
H 0.02466 0.40068 -7.16309
H -0.18191 -1.35970 -7.29816
H -0.79721 -0.28220 -8.58170
H -2.45599 -0.97558 -7.13406
C 4.47106 6.27138 2.88253
O 3.45398 5.96336 3.83388
H 4.66177 5.38270 2.28468
H 4.14085 7.08162 2.22826
H 5.38970 6.56358 3.39608
H 3.29663 6.75717 4.35458
C 1.39405 3.16174 6.87817
O 2.68603 2.85701 7.39152
H 1.09669 2.37405 6.18854
H 0.66776 3.21731 7.69257
H 1.42413 4.11579 6.34454
H 2.92606 3.56645 7.99589

8
Properties=species:S:1:pos:R:3 method="wB97M-V/def2-TZVPD" s2=2.010 max_force_ev_per_a=4.8 spin_multiplicity=3 de_lowest_kcal_mol=7.1 e_lumo_ev="0.30 / -2.45" homo_ev="-6.40 / -10.24"
C 2.25568 0.77264 -1.27605
C -1.81401 -0.75438 1.02059
N -1.16208 0.14877 0.35377
O 2.45638 1.04790 -2.36907
O -2.68830 -1.12471 1.69918
O 1.98587 0.57093 -0.20755
S -0.44689 -1.49716 0.03309
H -0.58665 0.83602 0.74605